[1]
Here is a single C6H12Si molecule from the OMol25 dataset. Energies are from wB97M-V/def2-TZVPD.

```
19
Properties=species:S:1:pos:R:3:nbo_charge:R:1
C -2.11519 -0.90262 -0.23421 -0.405
C -1.42455 2.29765 -0.21853 -0.370
C -1.58533 -0.14266 0.69985 -0.215
C -0.88560 1.19988 0.26238 -0.427
C 1.78929 -1.33187 -0.82312 -0.603
C 1.41541 -0.89003 0.56724 -0.858
Si 0.94712 0.92701 0.55315 1.144
H -2.45753 -1.91983 0.02876 0.206
H -2.24844 -0.44285 -1.21867 0.207
H -0.62512 2.89330 -0.66268 0.197
H -2.46976 2.60601 -0.27012 0.211
H -1.50009 -0.41330 1.69591 0.200
H 2.78619 -1.07177 -1.16111 0.209
H 1.57202 -2.35883 -1.08259 0.207
H 1.08606 -0.81484 -1.48734 0.192
H 2.28366 -1.10080 1.23459 0.232
H 0.49406 -1.41518 0.84172 0.240
H 1.39829 1.40247 1.84745 -0.176
H 1.53950 1.47825 -0.57270 -0.193
```

Computed properties:
* energy above the lowest of the compared OMol25 structures with the same formula, charge and spin: 235.1 kJ/mol
* HOMO level: -9.43 eV
* net charge: 0
* LUMO energy: 1.0111 eV
* orbital gap: 10.44 eV



[2]
Here is a single C4H7IO2S2 molecule from the OMol25 dataset. Energies are from wB97M-V/def2-TZVPD.

```
16
Properties=species:S:1:pos:R:3:nbo_charge:R:1
C 1.10669 -0.70562 -0.93718 -0.489
C 2.32352 -1.01348 -0.16035 0.182
C 1.07019 -0.60534 0.58795 -0.418
C -1.43413 1.77662 0.65397 -0.239
O 2.68806 -2.32790 -0.05818 -0.713
O -0.61027 1.10335 1.63396 -0.691
S 0.20025 -1.98269 1.43605 0.002
S 1.02464 0.92296 1.43416 0.605
I 3.98284 0.36602 0.00206 0.091
H 0.93265 0.15456 -1.50594 0.233
H 0.55435 -1.39249 -1.49388 0.239
H -2.32823 1.69002 1.09799 0.190
H -1.30180 1.14453 -0.25395 0.185
H -1.26464 2.88606 0.63528 0.185
H 3.10732 -2.70963 -0.80819 0.497
H 1.05253 -2.82045 0.93696 0.140
```

Computed properties:
* energy above the lowest of the compared OMol25 structures with the same formula, charge and spin: 27.1 kJ/mol
* HOMO level: -8.68 eV
* net charge: 0
* LUMO energy: 0.1757 eV
* orbital gap: 8.86 eV



[3]
Here is a molecular structure, C36H57MoN11O6PSe from the OMol25 dataset. Energies are from wB97M-V/def2-TZVPD.

```
113
Properties=species:S:1:pos:R:3:mulliken_charge:R:1
Mo 1.84515 -1.23937 2.18747 -0.481
N 2.82454 0.15319 3.66516 -0.311
C 2.05954 1.42117 3.67244 -0.848
C 0.58570 1.06051 3.63057 0.580
O -0.28069 1.77712 4.08060 -0.674
N 0.40480 -0.17329 3.08237 1.172
C -0.90009 -0.79735 3.16899 -0.493
C -0.70249 -2.30202 2.99241 0.250
O -1.62534 -3.07109 2.89495 -0.675
O 0.57159 -2.66356 2.90705 -0.520
H 2.80490 -0.26296 4.59296 0.287
H 3.79692 0.31800 3.42184 0.307
H 2.31298 1.98023 2.77218 0.109
H 2.26895 2.03117 4.54881 0.459
H -1.58593 -0.42754 2.40109 -0.357
H -1.37045 -0.59998 4.13514 0.943
N 0.46014 -1.57619 0.46883 1.526
C 0.61513 -2.94810 -0.04820 0.504
C 0.05179 -3.16096 -1.45140 -1.367
C 0.46785 -2.16120 -2.53255 1.423
C 1.96737 -2.06660 -2.81679 -1.875
N 2.61892 -3.37618 -2.92590 0.108
C 2.24949 -4.35003 -3.73593 0.744
N 2.46511 -5.60882 -3.34062 -0.359
N 1.67804 -4.08374 -4.91470 -0.350
C 2.09260 -3.33361 0.07560 -0.079
O 2.51578 -4.37529 -0.42300 -0.822
O 2.81302 -2.47159 0.69978 -0.581
H -0.50569 -1.38525 0.72636 -0.298
H 0.65452 -0.83525 -0.20678 -0.661
H 0.07410 -3.60474 0.63789 0.647
H -1.03635 -3.14405 -1.38031 0.854
H 0.31608 -4.17863 -1.74725 0.307
H 0.11777 -1.15308 -2.28871 -1.369
H -0.06451 -2.42993 -3.44812 1.001
H 2.49229 -1.56220 -2.00743 -0.121
H 2.15588 -1.45384 -3.69845 0.722
H 3.03010 -3.71931 -2.06072 0.266
H 2.57606 -5.77700 -2.34961 0.199
H 2.29619 -6.38956 -3.94943 0.220
H 1.75632 -3.15990 -5.30597 0.227
H 1.38698 -4.82588 -5.52638 0.217
N 2.85753 0.18144 0.98847 0.022
C 3.24027 0.61349 -0.03168 0.763
N 3.72603 1.10655 -1.09324 -0.876
C 2.99649 1.13052 -2.19672 0.720
N 2.39472 1.12348 -3.18573 -0.708
Se 4.97690 -2.58899 2.51125 0.307
N 3.33196 -2.44700 3.24494 -0.112
C 3.33724 -3.07557 4.41506 1.103
C 2.25992 -3.15283 5.34619 -0.161
C 2.46403 -3.82863 6.50422 -0.799
C 3.71138 -4.46338 6.81989 -0.597
C 4.76227 -4.40251 5.97215 -0.736
C 4.60877 -3.68344 4.74542 0.257
N 5.58184 -3.50932 3.87214 -0.740
H 1.30823 -2.70714 5.10326 0.454
H 1.65487 -3.90222 7.21886 0.451
H 3.79973 -4.99331 7.75829 0.402
H 5.71648 -4.86234 6.18689 0.473
O -0.50347 1.01579 0.17672 -0.268
P -1.28393 1.96119 -0.70687 0.195
C -2.04614 1.01681 -2.08177 0.788
C -2.81686 -0.22911 -1.63557 -0.204
C -3.01218 -1.20020 -2.81475 -0.603
C -3.07142 -0.47214 -4.16375 -0.893
C -3.72749 0.89043 -3.98852 -0.958
C -2.82694 1.81015 -3.15084 -0.766
C -2.40128 3.00968 0.32244 0.832
C -2.75933 2.34198 1.65571 -0.677
C -3.92833 1.37202 1.53594 -0.159
C -5.15742 2.06537 0.95375 -1.607
C -4.84550 2.71001 -0.39494 0.225
C -3.64868 3.65138 -0.30635 -1.666
C -0.12964 3.11299 -1.51943 0.595
C -0.72823 4.33048 -2.27081 -1.150
C -0.53368 5.63271 -1.49768 -0.835
C 0.95641 5.94687 -1.30323 -0.809
C 1.78960 4.66579 -1.12349 -1.077
C 0.94296 3.55809 -0.50555 0.122
H -1.12329 0.65344 -2.55571 0.112
H -3.79044 0.06289 -1.24239 0.699
H -2.29687 -0.72459 -0.81205 -0.561
H -3.93945 -1.75575 -2.65981 0.477
H -2.21220 -1.94337 -2.83529 -0.198
H -3.60825 -1.07856 -4.89435 0.617
H -2.06175 -0.32692 -4.56356 0.240
H -4.69704 0.76092 -3.49762 0.279
H -3.92991 1.35840 -4.95248 0.574
H -3.43843 2.59020 -2.69665 -0.075
H -2.11450 2.31401 -3.80716 0.424
H -1.71187 3.82589 0.56205 0.516
H -3.03331 3.13784 2.35633 0.807
H -1.88414 1.85664 2.07518 -0.507
H -4.15981 0.95586 2.51910 0.564
H -3.64468 0.52450 0.90105 -0.013
H -5.48662 2.84162 1.65259 0.419
H -5.98751 1.36311 0.85280 0.500
H -5.71337 3.26438 -0.75875 0.473
H -4.65301 1.92941 -1.13596 -0.336
H -3.92307 4.49251 0.33971 0.660
H -3.42959 4.08885 -1.28168 0.296
H 0.38288 2.47824 -2.25016 0.089
H -1.78261 4.18865 -2.50103 0.438
H -0.22322 4.41885 -3.23649 0.441
H -1.03096 5.55761 -0.52692 0.136
H -1.02677 6.45239 -2.02258 0.529
H 1.07652 6.59606 -0.43344 0.316
H 1.33036 6.50862 -2.16156 0.342
H 2.66834 4.86679 -0.50878 0.445
H 2.16144 4.31582 -2.09080 0.357
H 0.48390 3.92574 0.41890 0.540
H 1.54707 2.69760 -0.21738 -0.742
```

Computed properties:
* energy above the lowest of the compared OMol25 structures with the same formula, charge and spin: 51.2 kJ/mol
* HOMO level (alpha / beta): -10.55 / -11.36 eV
* <S²>: 2.012
* net charge: +1
* 2S+1: 3
* LUMO energy (alpha / beta): -3.7096 / -3.8251 eV
* orbital gap (alpha / beta): 6.84 / 7.53 eV



[4]
Here is a single C17H18BrNO4 molecule from the OMol25 dataset. Energies are from wB97M-V/def2-TZVPD.

```
41
Properties=species:S:1:pos:R:3:nbo_charge:R:1
C -3.83190 -2.29753 0.53872 -0.253
H -3.57006 -3.32425 0.81305 0.176
O -3.05930 -1.84043 -0.54508 -0.515
C -1.70649 -1.78124 -0.40298 0.349
C -0.99088 -1.39104 -1.53349 -0.241
C 0.38054 -1.25342 -1.49714 -0.275
C 1.07610 -1.49187 -0.31484 0.283
C 0.36572 -1.92229 0.80243 -0.266
C -1.00865 -2.07092 0.76419 -0.305
H -1.52086 -2.40532 1.65230 0.222
H 0.91098 -2.15087 1.70618 0.221
O 2.42757 -1.33625 -0.16154 -0.521
C 3.08636 -0.37019 -0.95765 -0.093
H 2.37002 0.24666 -1.50816 0.187
C 3.94235 0.57639 -0.08295 0.075
O 4.33370 1.68924 -0.83162 -0.729
H 3.54520 2.25661 -0.94616 0.500
C 3.20571 0.99439 1.21513 -0.252
N 1.76374 1.08459 1.09205 -0.604
C 1.13751 1.86070 0.18420 0.671
O 1.72819 2.61892 -0.57053 -0.661
C -0.34528 1.69832 0.14562 -0.162
C -0.98724 1.89082 -1.07425 -0.140
C -2.35232 1.71688 -1.18987 -0.248
C -3.08049 1.36447 -0.06664 -0.057
C -2.46646 1.19948 1.16408 -0.272
C -1.09782 1.36040 1.26629 -0.117
H -0.62929 1.25132 2.23329 0.211
H -3.05483 0.95260 2.03503 0.228
Br -4.95672 1.12014 -0.20587 0.064
H -2.84725 1.85358 -2.13872 0.232
H -0.39790 2.17737 -1.93189 0.238
H 1.22558 0.36446 1.54643 0.412
H 3.60302 1.97321 1.50476 0.221
H 3.41822 0.27549 2.00478 0.215
H 4.86886 0.06871 0.20538 0.181
H 3.73699 -0.87097 -1.68300 0.194
H 0.90199 -0.97178 -2.39850 0.225
H -1.53637 -1.20225 -2.44420 0.226
H -4.86492 -2.26485 0.19690 0.207
H -3.72333 -1.64928 1.41425 0.172
```

Computed properties:
* energy above the lowest of the compared OMol25 structures with the same formula, charge and spin: 0.0 kJ/mol
* HOMO level: -8.19 eV
* net charge: 0
* LUMO energy: 0.4139 eV
* orbital gap: 8.60 eV